[1]
{"formula": "C38H32N9O7S2Tl", "method": "the ωB97M-V functional and the def2-TZVPD basis", "e_tot_ha": -3455.6656, "homo_lumo_gap_ev": 5.390, "largest_force_ev_per_a": 0.67, "charge": -2, "relative_energy_ev": 1.622, "multiplicity": 1, "species": ["Tl", "N", "C", "S", "N", "N", "C", "C", "C", "C", "C", "C", "C", "C", "C", "C", "C", "C", "N", "H", "H", "H", "H", "H", "H", "H", "H", "H", "H", "H", "C", "C", "C", "C", "C", "C", "C", "S", "O", "O", "N", "C", "C", "C", "C", "C", "N", "H", "H", "H", "H", "H", "H", "H", "H", "H", "H", "H", "N", "C", "O", "C", "C", "C", "C", "N", "C", "H", "H", "H", "H", "H", "H", "O", "C", "O", "C", "C", "C", "C", "C", "C", "N", "O", "O", "H", "H", "H", "H"], "coordinates": [[-1.594, 0.852, 0.203], [-0.196, 1.963, 3.560], [-0.286, 0.651, 3.677], [-1.321, -0.037, 4.795], [0.212, -1.501, 2.549], [-0.829, -1.827, 1.830], [-1.116, -3.070, 1.620], [-0.256, -4.193, 2.093], [1.103, -4.255, 1.786], [1.904, -5.254, 2.321], [1.357, -6.221, 3.152], [-0.002, -6.190, 3.437], [-0.797, -5.180, 2.919], [-2.379, -3.414, 0.938], [-2.498, -4.629, 0.249], [-3.690, -4.944, -0.371], [-4.755, -4.060, -0.275], [-4.551, -2.881, 0.424], [-3.403, -2.558, 1.007], [-0.806, 2.534, 4.121], [0.230, 2.423, 2.761], [1.522, -3.531, 1.096], [2.961, -5.278, 2.085], [1.988, -6.990, 3.581], [-0.438, -6.952, 4.073], [-1.853, -5.140, 3.162], [-1.648, -5.294, 0.178], [-3.791, -5.868, -0.928], [-5.708, -4.264, -0.747], [-5.352, -2.155, 0.521], [5.740, 4.011, -1.550], [4.393, 4.320, -0.950], [3.365, 4.837, -1.734], [2.099, 5.038, -1.207], [1.846, 4.715, 0.121], [2.870, 4.240, 0.924], [4.136, 4.050, 0.390], [0.181, 4.806, 0.794], [-0.231, 6.197, 0.692], [0.309, 4.316, 2.152], [-0.656, 3.751, -0.024], [-1.091, 3.924, -1.311], [-1.336, 5.177, -1.941], [-1.702, 5.218, -3.264], [-1.838, 4.030, -3.978], [-1.649, 2.856, -3.278], [-1.309, 2.778, -1.994], [5.928, 4.621, -2.434], [5.782, 2.961, -1.850], [6.541, 4.179, -0.828], [3.552, 5.072, -2.776], [1.307, 5.437, -1.824], [2.652, 4.006, 1.957], [4.932, 3.669, 1.020], [-1.233, 6.075, -1.355], [-1.879, 6.172, -3.749], [-2.101, 4.020, -5.028], [-1.767, 1.907, -3.785], [1.488, -1.850, 5.143], [2.406, -0.948, 4.626], [3.520, -0.882, 5.162], [2.076, -0.209, 3.406], [3.138, 0.438, 2.804], [3.043, 1.094, 1.594], [1.784, 1.110, 0.980], [0.685, 0.609, 1.464], [0.690, -0.121, 2.739], [1.764, -2.182, 6.054], [0.505, -1.596, 5.085], [4.086, 0.378, 3.324], [3.896, 1.561, 1.124], [1.668, 1.582, 0.004], [0.796, -2.213, 2.964], [0.356, -2.654, -1.962], [-0.299, -1.611, -2.097], [-0.286, -0.574, -1.385], [-1.234, -1.596, -3.323], [-0.913, -2.381, -4.423], [-1.711, -2.378, -5.562], [-2.864, -1.616, -5.595], [-3.195, -0.858, -4.479], [-2.380, -0.820, -3.356], [-4.427, -0.083, -4.506], [-4.978, 0.092, -5.584], [-4.859, 0.347, -3.457], [-0.023, -2.993, -4.359], [-1.440, -2.978, -6.422], [-3.521, -1.608, -6.452], [-2.625, -0.182, -2.517]], "mulliken_charge": [1.009, 0.003, 0.022, -0.474, 0.614, -0.398, -0.043, -0.063, -0.125, -0.620, -0.415, -0.755, -0.263, 0.471, -0.507, -0.508, -0.425, -0.363, -0.380, 0.255, 0.114, 0.470, 0.390, 0.361, 0.367, 0.479, 0.463, 0.396, 0.378, 0.397, -1.494, 1.163, -0.901, -0.399, -0.041, -0.238, -0.595, 1.048, -0.762, -0.864, -0.147, 0.009, -0.625, -0.328, -0.801, -0.302, 0.161, 0.389, 0.279, 0.375, 0.327, 0.435, 0.399, 0.278, 0.574, 0.383, 0.391, 0.357, -0.215, -0.011, -0.788, -0.562, -0.685, -1.617, -0.438, 0.146, 0.753, 0.312, -0.035, 0.473, 0.710, 0.472, 0.670, -0.776, -0.044, -0.614, 0.299, -0.491, -0.468, -0.648, -0.381, 0.408, 1.068, -0.652, -0.600, 0.469, 0.369, 0.464, 0.490]}

=====

[2]
{"formula": "C3H4NO", "method": "the ωB97M-V functional and the def2-TZVPD basis", "e_tot_ha": -246.2252, "homo_lumo_gap_ev": 9.578, "largest_force_ev_per_a": 4.61, "charge": 1, "relative_energy_ev": 4.541, "multiplicity": 1, "species": ["C", "C", "C", "N", "O", "H", "H", "H", "H"], "coordinates": [[0.004, -0.051, 1.554], [-0.562, 2.218, 1.371], [-0.300, 0.829, -0.591], [0.129, -0.266, 0.335], [-0.513, 1.955, 0.204], [0.454, -0.523, 2.372], [0.394, 1.022, -1.340], [-1.342, 0.455, -0.860], [0.511, -1.038, -0.333]], "mulliken_charge": [-0.335, 0.242, -0.160, -0.103, -0.005, 0.343, 0.370, 0.333, 0.317]}

=====

[3]
{"formula": "C17H24F6N3O5PPdS3", "method": "the ωB97M-V functional and the def2-TZVPD basis", "e_tot_ha": -3465.7156, "homo_lumo_gap_ev": 8.419, "largest_force_ev_per_a": 0.37, "relative_energy_ev": 0.345, "multiplicity": 1, "species": ["Pd", "F", "C", "F", "F", "S", "O", "O", "N", "S", "O", "O", "C", "F", "F", "F", "C", "C", "N", "C", "C", "C", "S", "N", "C", "O", "C", "C", "C", "C", "C", "C", "H", "H", "H", "H", "H", "H", "H", "H", "H", "H", "H", "H", "H", "H", "H", "C", "P", "C", "C", "H", "H", "H", "H", "H", "H", "H", "H", "H"], "coordinates": [[-0.707, 0.020, 0.750], [-1.681, 1.181, 5.535], [-1.785, -0.121, 5.277], [-2.872, -0.598, 5.866], [-0.715, -0.745, 5.748], [-1.917, -0.325, 3.454], [-0.660, 0.255, 2.948], [-3.103, 0.371, 3.050], [-1.956, -1.885, 3.364], [-1.662, -2.603, 1.981], [-2.800, -2.733, 1.130], [-0.416, -2.149, 1.365], [-1.250, -4.285, 2.601], [-0.212, -4.244, 3.427], [-0.945, -5.044, 1.553], [-2.294, -4.808, 3.232], [2.265, 2.004, -4.066], [2.043, 0.498, -4.117], [0.792, 0.076, -3.489], [-0.276, -0.411, -4.351], [-1.091, 0.709, -4.982], [0.719, 0.093, -2.132], [-0.886, -0.336, -1.466], [1.780, 0.329, -1.459], [1.961, 0.531, -0.124], [1.832, 1.633, 0.400], [2.354, -0.667, 0.687], [2.516, -0.520, 2.062], [2.762, -1.628, 2.854], [2.853, -2.887, 2.275], [2.704, -3.037, 0.903], [2.452, -1.930, 0.110], [3.199, 2.262, -4.567], [2.327, 2.345, -3.033], [1.452, 2.535, -4.563], [2.873, -0.016, -3.629], [2.003, 0.159, -5.153], [-0.923, -1.074, -3.781], [0.185, -1.026, -5.128], [-1.581, 1.301, -4.209], [-1.859, 0.299, -5.640], [-0.457, 1.371, -5.574], [2.421, 0.467, 2.494], [2.871, -1.514, 3.925], [3.035, -3.755, 2.896], [2.770, -4.020, 0.454], [2.316, -2.039, -0.958], [-3.105, 2.114, -0.021], [-1.317, 2.073, 0.227], [-0.596, 2.969, -1.163], [-0.972, 3.102, 1.670], [-3.445, 3.143, -0.143], [-3.590, 1.663, 0.844], [-3.353, 1.537, -0.912], [-0.964, 3.996, -1.128], [-0.891, 2.504, -2.101], [0.488, 2.953, -1.063], [-1.312, 4.123, 1.487], [0.103, 3.091, 1.845], [-1.486, 2.692, 2.537]], "mulliken_charge": [0.292, -0.207, 0.499, -0.201, -0.199, 1.036, -0.653, -0.634, -0.491, 1.139, -0.639, -0.349, 0.487, -0.198, -0.201, -0.199, -0.937, -0.738, 0.311, -0.971, -0.858, 0.489, -0.090, -0.045, -0.515, -0.619, 0.465, -0.398, -0.686, -0.347, -0.810, 0.028, 0.393, 0.197, 0.243, 0.364, 0.450, 0.470, 0.473, 0.111, 0.431, 0.258, 0.417, 0.416, 0.436, 0.408, 0.427, -1.135, 1.074, -0.949, -1.319, 0.436, 0.304, 0.288, 0.602, 0.068, 0.282, 0.500, 0.287, 0.307]}